[1]
C40H51N4O7SSiTi | the ωB97M-V functional and the def2-TZVPD basis

Computed properties:
HOMO energy (alpha / beta): -6.8 / -9.9 eV
Expectation value of S²: 2.021
Charge: +1
Spin multiplicity: 3

Element x y z (Å)
Ti -0.638 -0.206 -0.419
C -2.360 -1.943 -2.901
C -0.873 -2.267 -3.040
O -0.395 -2.776 -1.817
C -0.683 -4.149 -1.612
C -1.224 -4.399 -0.185
O -1.342 -3.170 0.492
C -1.933 -3.288 1.768
C -2.487 -1.893 2.123
O -2.785 -1.158 0.960
C -3.834 -1.713 0.184
C -3.802 -1.079 -1.210
O -2.484 -1.145 -1.739
H -2.937 -2.873 -2.785
H -2.728 -1.405 -3.786
H -0.300 -1.353 -3.213
H -0.700 -2.970 -3.865
H 0.240 -4.723 -1.754
H -1.412 -4.500 -2.349
H -0.548 -5.071 0.358
H -2.211 -4.886 -0.227
H -1.196 -3.614 2.514
H -2.738 -4.037 1.735
H -1.716 -1.303 2.618
H -3.369 -1.980 2.775
H -4.806 -1.517 0.663
H -3.707 -2.799 0.083
H -4.085 -0.024 -1.156
H -4.507 -1.610 -1.859
C 2.708 -2.505 -2.802
Si 2.314 -1.701 -1.102
C 1.810 -3.079 0.126
C 4.103 -1.278 -0.457
N 1.143 -0.407 -1.285
C 1.463 0.596 -2.177
C 2.785 0.990 -2.441
C 3.113 1.939 -3.385
C 2.125 2.549 -4.136
C 0.805 2.216 -3.890
C 0.475 1.294 -2.909
O -0.871 0.991 -2.645
C -1.739 2.064 -2.762
C -1.407 3.336 -2.299
C -2.318 4.369 -2.399
C -3.559 4.158 -2.978
C -3.880 2.901 -3.465
C -2.976 1.856 -3.363
H 3.598 -3.117 -2.708
H 2.910 -1.754 -3.559
H 1.914 -3.144 -3.171
H 2.528 -3.157 0.936
H 1.786 -4.045 -0.365
H 0.836 -2.885 0.555
H 4.524 -2.140 0.052
H 4.146 -0.447 0.240
H 4.788 -1.061 -1.271
H 3.570 0.537 -1.868
H 4.149 2.195 -3.539
H 2.370 3.268 -4.900
H 0.012 2.681 -4.458
H -0.432 3.519 -1.869
H -2.047 5.343 -2.021
H -4.264 4.970 -3.064
H -4.837 2.733 -3.936
H -3.216 0.881 -3.760
O 0.189 -0.549 1.330
S 1.691 -0.458 1.640
C 1.911 -1.468 3.115
C 0.914 -1.645 4.065
C 1.188 -2.358 5.217
C 2.455 -2.879 5.429
C 3.451 -2.698 4.478
C 3.186 -1.988 3.325
C 1.959 1.071 2.540
C 0.972 1.706 3.290
C 1.304 2.816 4.044
C 2.603 3.305 4.048
C 3.578 2.687 3.270
C 3.262 1.573 2.523
H -0.064 -1.224 3.896
H 0.412 -2.500 5.953
H 2.670 -3.422 6.335
H 4.435 -3.104 4.643
H 3.959 -1.825 2.589
H -0.040 1.325 3.270
H 0.545 3.296 4.642
H 2.865 4.145 4.670
H 4.586 3.070 3.267
H 4.023 1.081 1.934
C -3.709 3.094 0.740
N -2.269 3.015 0.823
C -1.499 4.023 1.390
C -0.134 3.971 1.241
C 0.450 2.907 0.553
N -0.323 1.841 0.136
C -1.650 1.952 0.249
O -2.328 1.009 -0.224
N 1.759 2.933 0.153
H -4.053 3.970 1.284
H -4.147 2.187 1.159
H -4.008 3.171 -0.308
H -2.010 4.809 1.915
H 0.485 4.760 1.636
H 2.382 3.515 0.689
H 2.132 2.076 -0.229

Atom charges from the natural (NBO) analysis, given in e for atoms 1 to 99: 1.78 -0.08 -0.07 -0.53 -0.08 -0.08 -0.52 -0.10 -0.06 -0.53 -0.08 -0.07 -0.58 0.18 0.20 0.23 0.20 0.19 0.18 0.18 0.17 0.19 0.18 0.20 0.19 0.19 0.18 0.23 0.20 -1.13 1.86 -1.15 -1.13 -1.36 0.20 -0.24 -0.21 -0.22 -0.24 0.21 -0.56 0.38 -0.29 -0.19 -0.23 -0.19 -0.27 0.24 0.24 0.23 0.23 0.24 0.25 0.24 0.21 0.24 0.21 0.22 0.22 0.23 0.25 0.23 0.22 0.22 0.22 -1.05 1.34 -0.25 -0.21 -0.18 -0.18 -0.21 -0.16 -0.17 -0.22 -0.19 -0.19 -0.24 -0.17 0.22 0.23 0.23 0.23 0.22 0.23 0.23 0.23 0.23 0.22 -0.40 -0.42 -0.10 -0.33 0.32 -0.79 0.78 -0.77 -0.80 0.22

[2]
C40H52AgAsF6N4O20 | the ωB97M-V functional and the def2-TZVPD basis

Computed properties:
HOMO energy: -9.5 eV
Energy relative to the best compared isomer or geometry (same formula, charge and spin): 0.000 eV
Spin multiplicity: 1

Element x y z (Å)
Ag 13.426 -14.133 -16.497
As 13.706 -13.545 -20.540
F 13.365 -13.095 -22.287
F 12.871 -12.046 -20.105
F 14.207 -13.927 -18.817
F 14.634 -14.979 -21.093
F 15.221 -12.608 -20.689
F 12.217 -14.474 -20.374
C 18.266 -13.395 -23.520
C 19.132 -14.069 -24.366
C 19.127 -15.505 -24.323
C 18.290 -16.210 -23.424
C 17.561 -15.493 -22.491
C 17.454 -14.116 -22.641
N 18.223 -17.683 -23.466
O 18.034 -18.214 -22.396
O 18.243 -18.205 -24.544
H 18.221 -12.332 -23.705
H 19.750 -13.398 -24.944
H 19.807 -15.985 -25.011
H 16.917 -15.952 -21.755
H 16.745 -13.671 -21.957
C 9.052 -12.589 -24.746
C 9.942 -12.800 -23.652
C 9.409 -13.348 -22.483
C 8.122 -13.913 -22.471
C 7.252 -13.694 -23.541
C 7.754 -13.060 -24.697
N 7.742 -14.761 -21.285
O 6.610 -15.260 -21.260
O 8.378 -14.686 -20.210
H 9.480 -12.188 -25.653
H 10.962 -12.444 -23.630
H 10.025 -13.498 -21.608
H 6.236 -14.050 -23.626
H 7.126 -12.966 -25.570
C 15.186 -10.903 -22.779
C 14.035 -10.221 -22.521
C 13.984 -8.884 -22.312
C 15.144 -8.165 -22.132
C 16.350 -8.783 -22.414
C 16.357 -10.135 -22.866
N 15.144 -6.678 -21.670
O 16.283 -6.120 -21.720
O 14.170 -6.121 -21.123
H 15.162 -11.945 -23.061
H 13.135 -10.783 -22.720
H 12.996 -8.475 -22.469
H 17.258 -8.206 -22.317
H 17.292 -10.504 -23.261
C 19.218 -11.141 -19.605
C 20.288 -11.833 -19.064
C 20.196 -13.160 -18.771
C 18.996 -13.826 -19.004
C 17.866 -13.095 -19.484
C 18.000 -11.743 -19.798
N 18.829 -15.283 -18.724
O 17.799 -15.799 -19.104
O 19.649 -15.848 -18.075
H 19.398 -10.123 -19.916
H 21.239 -11.356 -18.878
H 21.015 -13.707 -18.328
H 16.896 -13.545 -19.636
H 17.112 -11.211 -20.104
C 11.524 -19.778 -14.643
C 11.927 -18.464 -15.323
O 12.842 -18.691 -16.352
C 13.285 -17.675 -17.065
O 12.927 -16.503 -16.949
O 14.071 -18.222 -17.948
C 14.908 -17.374 -18.774
H 12.394 -20.239 -14.174
H 11.223 -20.484 -15.416
H 10.721 -19.775 -13.906
H 12.396 -17.832 -14.569
H 11.090 -17.931 -15.775
H 15.330 -18.087 -19.483
H 15.818 -17.046 -18.274
H 14.339 -16.582 -19.260
C 8.892 -9.264 -19.205
C 10.163 -9.463 -20.098
O 10.469 -8.196 -20.639
C 11.058 -7.301 -19.887
O 11.399 -7.566 -18.744
O 10.970 -6.097 -20.494
C 11.365 -4.943 -19.843
H 8.037 -9.329 -19.879
H 8.992 -8.408 -18.538
H 8.727 -10.047 -18.466
H 9.998 -10.238 -20.846
H 10.918 -9.901 -19.444
H 10.476 -4.427 -19.482
H 11.853 -4.248 -20.527
H 11.999 -5.079 -18.967
C 8.883 -20.396 -26.710
C 8.412 -19.063 -26.072
O 9.345 -18.760 -25.000
C 9.368 -17.534 -24.552
O 8.594 -16.597 -24.874
O 10.197 -17.520 -23.523
C 10.384 -16.367 -22.591
H 9.870 -20.316 -27.164
H 8.170 -20.622 -27.503
H 8.901 -21.229 -26.007
H 7.408 -19.249 -25.691
H 8.321 -18.295 -26.840
H 10.652 -15.433 -23.084
H 11.201 -16.628 -21.918
H 9.464 -16.068 -22.087
C 15.005 -10.839 -12.840
C 15.615 -11.532 -14.041
O 15.698 -10.605 -15.149
C 14.949 -10.802 -16.215
O 14.274 -11.802 -16.417
O 14.977 -9.737 -17.006
C 14.594 -9.858 -18.357
H 14.020 -10.401 -13.003
H 15.641 -10.031 -12.479
H 14.923 -11.522 -11.994
H 15.031 -12.446 -14.146
H 16.612 -11.823 -13.709
H 13.537 -10.123 -18.347
H 15.191 -10.632 -18.837
H 14.642 -8.937 -18.938

Atom charges from the Löwdin analysis, given in e for atoms 1 to 99: 0.84 0.95 -0.29 -0.26 -0.33 -0.26 -0.28 -0.25 -0.07 -0.06 0.02 -0.13 -0.01 -0.06 -0.37 0.08 0.10 0.08 0.10 0.11 0.10 0.07 -0.06 -0.04 -0.04 -0.14 0.01 -0.07 -0.32 0.06 0.04 0.10 0.09 0.10 0.12 0.11 -0.08 -0.10 -0.02 -0.12 0.00 -0.04 -0.27 0.02 0.06 0.09 0.10 0.13 0.11 0.08 -0.07 -0.08 -0.02 -0.10 0.00 -0.07 -0.36 0.06 0.10 0.11 0.11 0.12 0.08 0.08 -0.05 -0.23 0.05 -0.59 0.04 0.04 0.01 0.08 0.08 0.08 0.12 0.13 0.11 0.08 0.07 -0.05 -0.19 0.03 -0.58 0.10 0.00 -0.08 0.07 0.08 0.07 0.12 0.10 0.09 0.09 0.10 -0.07 -0.18 0.05 -0.59 0.07

[3]
C40H52BIN3O5P2Ti | the ωB97M-V functional and the def2-TZVPD basis

Computed properties:
HOMO energy: -4.9 eV
Charge: -1
Energy relative to the best compared isomer or geometry (same formula, charge and spin): 0.591 eV
Spin multiplicity: 1

Element x y z (Å)
Ti 1.514 0.073 0.272
C 2.369 -1.559 -5.227
C 2.628 -1.857 -3.749
C 3.168 -3.280 -3.569
C 3.722 -0.890 -3.260
P 1.169 -1.594 -2.592
C 0.472 -0.017 -3.246
N -0.468 0.508 -2.260
B -0.450 0.390 -0.799
N -1.771 0.883 -0.418
C -2.438 1.091 0.857
P -1.731 0.156 2.284
C -2.317 1.215 3.721
C -1.478 0.774 4.935
C -3.803 1.139 4.070
C -1.952 2.674 3.411
C -2.737 -1.436 2.210
C -4.267 -1.379 2.143
C -2.230 -2.090 0.912
C -2.340 -2.322 3.395
C -2.459 1.321 -1.554
C -3.716 1.896 -1.693
C -4.158 2.236 -2.972
C -3.359 2.008 -4.085
C -2.093 1.437 -3.952
C -1.652 1.094 -2.681
C -0.174 -2.860 -2.980
C -0.296 -3.324 -4.431
C 0.117 -4.068 -2.076
C -1.533 -2.286 -2.564
H 3.322 -1.616 -5.765
H 1.685 -2.265 -5.692
H 1.979 -0.549 -5.372
H 4.130 -3.361 -4.086
H 3.335 -3.504 -2.512
H 2.505 -4.041 -3.984
H 4.644 -1.099 -3.814
H 3.463 0.155 -3.434
H 3.928 -1.029 -2.197
H 1.295 0.677 -3.421
H -0.050 -0.172 -4.192
H -2.442 2.154 1.109
H -3.479 0.801 0.732
H -1.581 -0.289 5.151
H -0.416 0.977 4.765
H -1.795 1.332 5.823
H -4.069 0.172 4.501
H -4.036 1.907 4.817
H -4.440 1.317 3.199
H -2.738 3.177 2.844
H -1.020 2.764 2.856
H -1.828 3.217 4.354
H -4.647 -0.623 1.456
H -4.635 -2.346 1.782
H -4.717 -1.206 3.121
H -2.665 -1.609 0.032
H -1.144 -2.032 0.815
H -2.517 -3.147 0.897
H -2.710 -1.921 4.340
H -2.773 -3.320 3.269
H -1.252 -2.430 3.472
H -4.342 2.105 -0.837
H -5.135 2.689 -3.094
H -3.713 2.291 -5.069
H -1.466 1.295 -4.822
H 0.588 -3.851 -4.784
H -1.144 -4.016 -4.505
H -0.497 -2.488 -5.106
H 1.086 -4.522 -2.286
H 0.126 -3.775 -1.024
H -0.658 -4.830 -2.222
H -1.862 -1.477 -3.220
H -2.276 -3.089 -2.622
H -1.525 -1.910 -1.539
O 6.049 3.788 -1.691
C 5.236 3.027 -1.249
C 5.232 2.438 0.176
O 5.988 2.724 1.065
C 4.068 1.504 0.197
C 3.438 1.551 -1.039
O 2.338 0.799 -1.170
C 4.018 2.457 -1.983
O 3.665 2.737 -3.116
O 3.608 0.800 1.130
C 1.796 -1.615 4.511
C 2.265 -0.482 5.160
C 2.214 0.733 4.510
C 1.697 0.794 3.220
N 1.334 -0.319 2.558
C 1.375 -1.488 3.205
C 1.472 2.056 2.489
C 1.607 3.294 3.105
C 1.380 4.455 2.378
C 1.026 4.370 1.039
C 0.911 3.125 0.427
C 1.120 1.946 1.138
H 1.796 -2.587 4.984
H 2.666 -0.547 6.165
H 2.582 1.630 4.986
H 1.058 -2.353 2.643
H 1.874 3.368 4.152
H 1.484 5.422 2.856
H 0.859 5.273 0.463
H 0.659 3.077 -0.628
I 2.929 -2.422 0.476

Atom charges from the Löwdin analysis, given in e for atoms 1 to 99: 0.72 -0.09 -0.68 -0.11 -0.11 1.09 -0.29 -0.03 -0.44 0.00 -0.29 1.17 -0.69 -0.10 -0.10 -0.10 -0.68 -0.09 -0.12 -0.10 -0.17 -0.02 -0.12 -0.11 -0.02 -0.19 -0.68 -0.10 -0.12 -0.09 0.09 0.05 0.08 0.08 0.04 0.06 0.09 0.06 0.04 0.09 0.08 0.09 0.07 0.06 0.06 0.08 0.06 0.08 0.08 0.08 0.05 0.09 0.07 0.08 0.06 0.07 0.06 0.09 0.06 0.08 0.06 0.10 0.09 0.09 0.10 0.06 0.08 0.08 0.06 0.05 0.08 0.08 0.09 0.04 0.14 -0.24 -0.24 0.13 -0.30 -0.24 -0.24 -0.31 0.07 -0.07 -0.06 -0.05 -0.01 -0.25 -0.02 -0.25 -0.22 -0.04 -0.09 -0.07 -0.08 -0.18 0.11 0.11 0.11

[4]
C40H52FN6O5Si2TeV | the ωB97M-V functional and the def2-TZVPD basis

Computed properties:
HOMO energy (alpha / beta): -11.0 / -11.0 eV
Expectation value of S²: 2.022
Charge: +2
Energy relative to the best compared isomer or geometry (same formula, charge and spin): 0.272 eV
Spin multiplicity: 3

Element x y z (Å)
V 0.271 -1.362 -1.197
C 4.416 4.356 -4.409
C 4.370 4.123 -2.908
N 3.253 3.246 -2.513
C 3.491 1.940 -2.355
C 2.543 1.001 -2.039
C 3.027 -0.421 -1.922
O 4.175 -0.682 -2.187
O 2.143 -1.302 -1.522
C 1.199 1.412 -1.877
O 0.235 0.645 -1.596
C 0.929 2.828 -2.067
C -0.374 3.309 -1.914
C -0.638 4.637 -2.074
F -1.895 5.072 -1.868
C 0.360 5.560 -2.433
C 1.650 5.079 -2.588
C 1.956 3.728 -2.386
N 0.099 6.928 -2.661
C -1.259 7.393 -2.931
C -1.183 8.850 -3.411
N 0.177 9.091 -3.997
C 1.239 9.048 -2.925
C 0.872 7.930 -1.941
H 5.247 5.015 -4.655
H 3.494 4.807 -4.778
H 4.563 3.414 -4.937
H 4.290 5.052 -2.345
H 5.281 3.635 -2.568
H 4.514 1.608 -2.486
H -1.168 2.626 -1.643
H 2.419 5.767 -2.906
H -1.914 7.363 -2.058
H -1.700 6.763 -3.702
H -1.292 9.564 -2.596
H -1.934 9.068 -4.166
H 0.209 9.982 -4.495
H 0.372 8.352 -4.675
H 1.268 10.027 -2.451
H 2.187 8.864 -3.428
H 0.301 8.332 -1.097
H 1.779 7.495 -1.532
C -4.557 -5.424 5.047
O -5.522 -5.825 4.092
C -5.088 -6.170 2.858
C -6.071 -6.609 1.968
C -5.725 -7.013 0.698
C -4.402 -6.928 0.275
C -3.423 -6.508 1.160
C -3.755 -6.135 2.455
N -4.092 -7.427 -1.032
N -3.392 -6.781 -1.817
C -2.982 -5.437 -1.542
C -3.878 -4.404 -1.457
C -3.457 -3.059 -1.366
C -2.122 -2.757 -1.341
O -1.602 -1.517 -1.252
C -1.192 -3.819 -1.429
N 0.120 -3.448 -1.386
C 1.057 -4.373 -1.504
C 0.745 -5.730 -1.654
C -0.571 -6.122 -1.677
C -1.591 -5.155 -1.560
H -5.105 -5.214 5.960
H -4.034 -4.520 4.723
H -3.830 -6.219 5.234
H -7.096 -6.650 2.310
H -6.475 -7.396 0.017
H -2.385 -6.498 0.854
H -2.973 -5.838 3.139
H -4.937 -4.626 -1.467
H -4.186 -2.261 -1.313
H 2.083 -4.024 -1.481
H 1.544 -6.450 -1.753
H -0.838 -7.164 -1.793
C 4.353 1.425 3.230
Si 2.545 1.419 2.776
C 1.466 1.585 4.289
C 2.174 2.794 1.551
C 2.156 -0.216 1.912
Te 0.095 -0.371 1.369
C -0.602 -1.606 2.959
Si -0.055 -3.396 3.264
C -0.908 -3.876 4.855
C -0.630 -4.495 1.874
C 1.800 -3.511 3.451
H 4.647 2.388 3.653
H 4.984 1.236 2.360
H 4.574 0.657 3.974
H 1.679 2.520 4.811
H 1.650 0.771 4.995
H 0.402 1.587 4.039
H 2.320 3.773 2.013
H 1.140 2.747 1.197
H 2.841 2.726 0.687
H 2.392 -1.088 2.520
H 2.722 -0.317 0.983
H -1.689 -1.579 2.842
H -0.381 -1.001 3.843
H -1.988 -3.727 4.783
H -0.547 -3.291 5.702
H -0.731 -4.929 5.082
H -1.684 -4.336 1.634
H -0.506 -5.542 2.165
H -0.039 -4.335 0.974
H 2.183 -2.796 4.183
H 2.320 -3.351 2.504
H 2.073 -4.508 3.803

Atom charges from the Löwdin analysis, given in e for atoms 1 to 99: 0.89 -0.05 -0.17 -0.01 0.05 -0.02 -0.55 0.11 -0.16 -0.27 -0.14 -0.05 0.11 -0.18 0.08 -0.13 0.06 -0.11 -0.10 -0.13 -0.07 0.06 -0.06 -0.12 0.09 0.07 0.09 0.12 0.13 0.16 0.15 0.11 0.13 0.14 0.14 0.14 0.19 0.19 0.14 0.14 0.14 0.13 -0.07 -0.07 -0.27 0.02 -0.01 -0.28 -0.03 -0.01 0.10 0.08 -0.23 0.01 0.04 -0.32 -0.23 -0.17 0.01 -0.08 -0.01 0.04 -0.10 0.10 0.07 0.10 0.13 0.12 0.10 0.09 0.13 0.13 0.13 0.12 0.13 -0.17 0.39 -0.18 -0.18 -0.51 1.43 -0.54 0.43 -0.17 -0.16 -0.18 0.04 0.04 0.04 0.04 0.04 0.02 0.04 0.01 0.02 0.00 0.01 0.02 0.01